DFT (wB97M-V/def2-TZVPD) results for a structure of composition C34H23BrClN6O8PPr in a non-equilibrium geometry.

Results
- charge = +1
- spin multiplicity = 3
- energy relative to the best compared isomer or geometry (same formula, charge and spin) (kJ/mol) = 0.00
- E_HOMO (spin up / spin down) (eV) = -11.3 / -11.3
- gap between HOMO and LUMO (spin up / spin down) (eV) = 7.230 / 7.246

Positions of all 75 atoms, in Å:
Pr 0.236 -1.094 0.932
O 5.084 1.770 4.507
C 4.041 1.480 3.761
C 3.889 1.815 2.420
C 2.810 1.364 1.725
N 1.838 0.588 2.243
C 1.959 0.322 3.537
Br 0.573 -0.758 4.234
C 3.006 0.732 4.355
H 5.766 2.169 3.991
H 4.642 2.373 1.891
H 2.705 1.609 0.684
H 3.061 0.445 5.400
Cl 2.187 0.058 -1.408
C 1.384 0.539 -2.898
C 1.918 0.189 -4.105
C 1.206 0.660 -5.222
C 0.073 1.451 -5.111
C -0.467 1.727 -3.856
C 0.195 1.259 -2.720
P -0.450 1.433 -0.995
C -2.148 1.981 -1.271
C -3.080 0.981 -1.364
C -4.421 1.274 -1.428
C -4.888 2.586 -1.453
C -3.929 3.600 -1.433
C -2.565 3.301 -1.342
C 0.423 2.891 -0.352
C 0.079 3.230 0.942
C 0.700 4.243 1.632
C 1.753 4.936 1.021
C 2.113 4.640 -0.304
C 1.416 3.642 -0.983
H 2.850 -0.353 -4.155
H 1.630 0.470 -6.193
H -0.427 1.880 -5.976
H -1.369 2.305 -3.746
H -2.798 -0.043 -1.322
H -5.128 0.442 -1.436
H -5.943 2.802 -1.457
H -4.173 4.662 -1.461
H -1.812 4.095 -1.311
H -0.725 2.666 1.434
H 0.388 4.538 2.632
H 2.255 5.749 1.556
H 2.909 5.177 -0.802
H 1.634 3.466 -2.031
O 3.631 -3.810 1.479
C 2.711 -3.309 0.892
O 2.248 -2.106 1.070
C 1.791 -4.107 -0.006
C 0.965 -3.435 -0.886
C -0.140 -3.972 -1.486
C -0.434 -5.326 -1.310
C 0.415 -6.056 -0.465
C 1.495 -5.475 0.190
N 0.173 -7.510 -0.359
O -0.631 -8.000 -1.127
O 0.829 -8.093 0.465
N -1.112 -3.066 -2.002
O -1.867 -3.399 -2.880
O -1.177 -1.982 -1.402
H 1.247 -2.403 -1.094
H -1.271 -5.810 -1.810
H 2.086 -6.053 0.900
N -3.724 0.358 2.799
C -2.768 -0.494 2.362
O -1.732 -0.052 1.779
C -2.987 -1.891 2.590
C -1.944 -2.725 2.201
N -1.025 -3.289 1.793
C -4.100 -2.237 3.382
N -5.025 -2.425 4.044
H -3.603 1.375 2.722
H -4.452 -0.004 3.394

***

DFT (wB97M-V/def2-TZVPD) results for a structure of composition C38H32BBrN8O2Pt in a non-equilibrium geometry.

Results
- charge = +2
- energy relative to the best compared isomer or geometry (same formula, charge and spin) (kJ/mol) = 131.22
- E_HOMO (eV) = -12.4
- gap between HOMO and LUMO (eV) = 5.152

Positions of all 83 atoms, in Å:
Pt -0.495 0.447 -0.195
C 2.591 3.355 -0.846
C 1.482 2.531 -1.033
N 1.126 1.664 -0.094
C 1.843 1.621 1.060
C 2.952 2.428 1.191
N 3.333 3.288 0.244
C 1.278 0.778 2.140
C 1.834 0.510 3.371
C 1.110 -0.246 4.306
C -0.153 -0.712 3.914
C -0.619 -0.442 2.642
N 0.087 0.302 1.807
C -1.880 -0.931 2.032
C -2.744 -1.802 2.666
N -3.845 -2.274 2.089
C -4.085 -1.883 0.848
C -3.221 -1.034 0.164
N -2.136 -0.538 0.759
C 1.658 -0.537 5.657
C 2.843 0.041 6.096
C 3.312 -0.258 7.367
N 2.684 -1.075 8.210
C 1.545 -1.623 7.789
C 1.000 -1.390 6.535
H 2.882 4.064 -1.611
H 0.885 2.571 -1.933
H 3.552 2.403 2.093
H 2.822 0.876 3.602
H -0.765 -1.278 4.597
H -2.537 -2.155 3.668
H -4.976 -2.266 0.366
H -3.393 -0.777 -0.867
H 3.416 0.727 5.488
H 4.234 0.183 7.725
H 1.043 -2.280 8.488
H 0.078 -1.893 6.278
O 0.909 -1.978 -1.544
B 0.214 -1.462 -0.501
O -0.238 -2.436 0.370
C 0.179 -3.644 -0.209
C -0.066 -4.925 0.216
C 0.449 -5.940 -0.592
C 1.159 -5.654 -1.755
C 1.385 -4.343 -2.173
C 0.872 -3.363 -1.362
H -0.628 -5.138 1.115
H 0.285 -6.971 -0.311
H 1.543 -6.468 -2.355
H 1.921 -4.116 -3.084
C 1.699 0.702 -5.740
N 1.990 0.852 -4.332
C 2.652 2.062 -3.941
C 1.343 -0.007 -3.363
C -0.196 0.072 -3.288
C -0.858 -0.289 -4.467
C -2.225 -0.167 -4.642
C -2.992 0.330 -3.607
C -2.379 0.596 -2.392
C -1.006 0.432 -2.189
H 2.474 1.206 -6.316
H 0.736 1.126 -6.051
H 1.707 -0.357 -6.017
H 3.405 2.321 -4.685
H 3.171 1.906 -2.993
H 1.993 2.948 -3.843
H 1.771 0.196 -2.381
H 1.589 -1.042 -3.612
H -0.272 -0.709 -5.272
H -2.680 -0.452 -5.581
H -4.058 0.481 -3.725
H -3.005 0.965 -1.595
Br -1.452 6.100 -1.708
C -2.256 4.619 -0.899
C -3.630 4.496 -0.804
C -4.128 3.371 -0.168
C -3.252 2.402 0.279
N -1.919 2.489 0.154
C -1.449 3.616 -0.394
H -4.287 5.260 -1.199
H -5.191 3.241 -0.020
H -3.637 1.523 0.777
H -0.381 3.756 -0.413

***

DFT (wB97M-V/def2-TZVPD) results for an isolated molecule of C5H6N2O in a non-equilibrium geometry.

Results
- SMILES string = Oc1cnc2n1CC2
- energy relative to the best compared isomer or geometry (same formula, charge and spin) (kJ/mol) = 413.22
- E_HOMO (eV) = -7.9
- gap between HOMO and LUMO (eV) = 8.595

Positions of all 14 atoms, in Å:
O -2.251 -1.015 -0.035
C -1.208 -0.168 -0.161
C -1.155 1.269 0.093
N 0.255 1.695 0.138
C 0.926 0.601 -0.028
N 0.140 -0.483 -0.070
C 1.267 -1.417 0.187
C 2.166 -0.025 -0.113
H -2.950 -0.514 0.125
H -1.879 2.018 -0.064
H 1.194 -2.074 1.344
H 1.283 -1.989 -0.806
H 2.573 0.177 -1.214
H 3.045 0.447 0.553

***

DFT (wB97M-V/def2-TZVPD) results for a cluster of 2 separate species, CH4IP in total in a non-equilibrium geometry.

Results
- energy relative to the best compared isomer or geometry (same formula, charge and spin) (kJ/mol) = 324.39
- E_HOMO (spin up / spin down) (eV) = -9.4 / -8.7
- gap between HOMO and LUMO (spin up / spin down) (eV) = 8.261 / 7.691

Positions of all 7 atoms, in Å:
C 0.636 -0.197 -0.417
P -0.662 1.092 -0.051
I -2.786 -0.237 0.136
H 0.312 -1.075 -0.067
H 1.627 -0.098 -0.071
H 0.524 -0.269 -1.577
H 0.349 0.785 2.047

***

DFT (wB97M-V/def2-TZVPD) results for a structure of composition C5H5AuCl2NO5Ti in a non-equilibrium geometry.

Results
- charge = +4
- spin multiplicity = 4
- energy relative to the best compared isomer or geometry (same formula, charge and spin) (kJ/mol) = 12.98
- E_HOMO (spin up / spin down) (eV) = -23.5 / -24.4
- gap between HOMO and LUMO (spin up / spin down) (eV) = 7.529 / 3.913

Positions of all 20 atoms, in Å:
Au 1.919 -2.701 -2.295
Ti -0.900 -0.670 1.477
Cl 1.782 -0.498 -2.808
Cl -0.904 -2.150 3.089
C -1.569 -1.493 -0.098
C 2.809 -4.367 -2.858
C 1.310 -4.176 -1.140
O -2.087 -2.081 -0.992
O 3.489 -5.072 -3.474
O 0.915 -5.051 -0.475
N 0.111 3.545 0.692
C -1.300 3.098 1.014
C -1.191 1.683 1.254
O -2.169 0.902 1.566
O -0.024 1.136 1.136
H 0.746 3.324 1.475
H 0.165 4.553 0.521
H 0.478 3.073 -0.150
H -1.638 3.629 1.914
H -1.939 3.317 0.155

***

DFT (wB97M-V/def2-TZVPD) results for a structure of composition C18H33FeINO2P2 in a non-equilibrium geometry.

Results
- charge = +2
- spin multiplicity = 6
- E_HOMO (spin up / spin down) (eV) = -12.7 / -12.9
- gap between HOMO and LUMO (spin up / spin down) (eV) = 4.867 / 4.587

Positions of all 58 atoms, in Å:
C -2.338 1.095 -5.617
C -1.589 0.071 -5.002
H -2.566 0.820 -6.658
H -1.732 2.015 -5.588
H -3.269 1.217 -5.041
O -0.974 -0.809 -4.560
I -1.586 2.049 -2.082
Fe -0.331 0.323 -0.952
P -2.075 -0.918 -0.289
C -1.859 -2.568 0.447
C -3.033 -0.085 1.028
H -3.922 -0.696 1.230
H -4.213 -1.697 -1.047
H -3.331 0.919 0.703
H -3.735 -0.214 -1.939
H -1.444 -2.505 1.462
H -2.422 0.003 1.935
C -3.382 -1.174 -1.546
H -2.853 -3.037 0.497
H -3.000 -1.775 -2.382
H -1.195 -3.188 -0.167
P 1.701 1.060 -1.635
C 3.205 0.063 -1.370
C 1.855 1.570 -3.383
H 1.397 3.363 -0.894
H 3.131 2.927 -1.135
H 2.245 2.379 0.336
C 2.162 2.591 -0.740
H 1.094 2.317 -3.637
H 2.859 2.006 -3.513
H 4.048 0.613 -1.811
H 3.107 -0.918 -1.850
H 1.731 0.701 -4.045
H 3.389 -0.082 -0.298
C 0.403 -1.310 -1.369
O 0.911 -2.368 -1.465
C 2.398 -2.646 3.387
N 1.405 -1.618 3.219
C 0.173 -1.855 3.940
C 1.302 -1.050 1.887
C 0.752 0.351 1.969
C 1.058 1.055 3.149
C 0.544 2.327 3.383
C -0.320 2.877 2.431
C -0.633 2.170 1.267
C -0.029 0.931 0.963
H 2.534 -2.815 4.467
H 3.345 -2.307 2.944
H 2.106 -3.600 2.912
H -0.469 -0.962 3.971
H -0.412 -2.692 3.513
H 0.454 -2.120 4.972
H 2.305 -1.033 1.428
H 0.697 -1.706 1.239
H 1.680 0.557 3.898
H 0.825 2.864 4.290
H -0.741 3.876 2.562
H -1.363 2.641 0.586

***

DFT (wB97M-V/def2-TZVPD) results for a cluster of 3 separate species, C6H10O in total.

Results
- energy relative to the best compared isomer or geometry (same formula, charge and spin) (kJ/mol) = 263.92
- E_HOMO (eV) = -8.4
- gap between HOMO and LUMO (eV) = 9.235

Positions of all 17 atoms, in Å:
C 2.105 0.236 0.396
C 0.639 -0.065 0.287
C -0.017 -1.244 0.617
C -1.354 -1.172 0.174
C -1.680 0.304 0.078
C -0.312 0.769 -0.352
O -0.120 2.068 -0.706
H 2.299 1.069 1.085
H 2.542 0.500 -0.576
H 2.653 -0.633 0.771
H 0.478 -2.143 0.974
H -2.106 -1.931 0.374
H -1.022 -1.039 -1.292
H -2.486 0.569 -0.610
H -1.884 0.706 1.076
H -0.566 -0.246 -1.591
H 0.829 2.252 -0.705

***

DFT (wB97M-V/def2-TZVPD) results for a structure of composition C33H57BrN2O2SiV in a non-equilibrium geometry.

Results
- charge = +1
- spin multiplicity = 3
- energy relative to the best compared isomer or geometry (same formula, charge and spin) (kJ/mol) = 117.01
- E_HOMO (spin up / spin down) (eV) = -10.2 / -10.4
- gap between HOMO and LUMO (spin up / spin down) (eV) = 7.980 / 8.404

Positions of all 97 atoms, in Å:
O 0.340 -2.648 -1.603
O -1.024 -1.986 -3.311
C 1.646 -2.707 -2.227
C 2.746 -3.361 -1.367
H 1.981 -1.711 -2.500
H 1.592 -3.201 -3.196
H 2.873 -2.835 -0.423
H 3.705 -3.331 -1.886
H 2.529 -4.406 -1.148
C -0.240 -3.976 -1.499
C -0.220 -4.930 -2.720
H -1.273 -3.840 -1.191
H 0.253 -4.519 -0.699
H -0.599 -4.447 -3.619
H -0.848 -5.801 -2.534
H 0.782 -5.297 -2.937
C -2.416 -1.864 -3.009
C -0.459 -1.404 -4.483
C -3.214 -3.075 -3.499
H -2.826 -0.937 -3.412
H -2.535 -1.814 -1.929
H -3.134 -3.215 -4.573
H -4.270 -2.956 -3.260
H -2.874 -3.990 -3.019
C -0.889 -2.137 -5.754
H 0.625 -1.441 -4.410
H -0.733 -0.355 -4.555
H -0.723 -3.209 -5.667
H -0.323 -1.779 -6.613
H -1.943 -1.966 -5.968
H -0.401 -2.008 -2.485
N 1.508 1.014 2.155
C 1.454 2.263 2.498
C 0.302 3.103 2.283
C -0.953 2.774 1.922
C 2.629 3.027 3.132
H 3.425 3.173 2.401
H 3.050 2.485 3.978
H 2.353 4.009 3.513
C -2.006 3.859 1.724
H -2.806 3.762 2.458
H -2.442 3.786 0.728
H -1.587 4.860 1.823
N -1.406 1.499 1.689
C 2.707 0.305 2.444
C 3.781 0.253 1.518
C 3.754 0.956 0.167
C 4.956 -0.440 1.822
H 5.764 -0.486 1.105
C 5.110 -1.068 3.050
H 6.023 -1.599 3.277
C 4.100 -0.981 3.997
H 4.246 -1.448 4.961
C 2.917 -0.291 3.717
C 1.902 -0.185 4.854
C -2.663 1.049 2.156
C -3.752 0.886 1.274
C -3.658 1.214 -0.208
C -4.978 0.421 1.758
H -5.813 0.287 1.085
C -5.144 0.139 3.110
H -6.097 -0.217 3.475
C -4.088 0.332 3.995
H -4.238 0.129 5.045
C -2.853 0.797 3.532
C -1.745 1.037 4.550
V 0.006 0.023 1.201
H 3.756 0.229 -0.644
H 4.647 1.570 0.049
H 2.904 1.616 0.044
H 1.387 0.773 4.853
H 2.393 -0.247 5.825
H 1.161 -0.980 4.799
H -4.255 0.521 -0.801
H -2.638 1.134 -0.574
H -4.016 2.226 -0.398
H -0.810 0.622 4.180
H -1.953 0.572 5.513
H -1.594 2.107 4.694
H 0.503 4.153 2.423
C 0.300 0.547 -0.755
Si 0.402 2.232 -1.661
H 1.230 0.164 -0.351
H -0.671 0.074 -0.667
C 1.676 2.062 -3.028
C 1.014 3.728 -0.716
C -1.247 2.736 -2.389
H -1.773 1.894 -2.830
H -1.119 3.493 -3.161
H -1.893 3.159 -1.621
H 2.581 1.581 -2.661
H 1.957 3.038 -3.420
H 1.310 1.480 -3.869
H 1.844 3.508 -0.053
H 0.211 4.181 -0.141
H 1.356 4.495 -1.409
Br -0.557 -2.250 2.076

***

no.,E_tot (a.u.)
1,-6132.25332
2,-4773.52035
3,-378.71356
4,-679.42739
5,-2528.13746
6,-3154.32731
7,-309.74185
8,-5358.90962